[1]
One molecule with the formula C3HCl2NO2 at a distorted geometry, computed with ωB97M-V/def2-TZVPD.

Results
Largest force on an atom   0.0942 Eh/bohr
ΔE to the lowest compared entry with this formula, charge and spin   366.7 kJ/mol
HOMO level   -9.632 eV
HOMO-LUMO gap   8.8 eV

Element x y z (Å)
C (-1.206, 0.826, -0.893)
C (1.841, 2.379, -1.659)
C (1.137, 0.425, -0.601)
N (-0.154, 0.214, -0.293)
O (2.043, -0.124, 0.052)
O (1.378, 1.160, -1.740)
Cl (-2.711, 0.383, -0.405)
Cl (2.517, 2.766, -3.199)
H (-0.146, -0.497, 0.415)

---

[2]
An isolated ion of composition C15H26F8N4O5P and charge +1 at a distorted geometry, computed with ωB97M-V/def2-TZVPD.

Results
Charge   +1
Largest force on an atom   0.1183 Eh/bohr
ΔE to the lowest compared entry with this formula, charge and spin   499.7 kJ/mol
HOMO level   -12.400 eV
HOMO-LUMO gap   8.0 eV
SMILES string   CCOCCOC[C@]1(P(=N)(O)O)CNC(N)=[N+]1CCOCC(F)(F)C(F)(F)C(F)(F)C(F)F

Element x y z (Å)
C (6.499, 0.134, 0.209)
C (4.908, 0.343, 0.090)
O (4.202, -0.931, -0.078)
C (3.423, -0.779, -1.284)
C (2.414, -2.016, -1.524)
O (1.883, -2.553, -0.295)
C (0.548, -3.068, -0.439)
C (-0.572, -2.100, 0.231)
P (-2.073, -3.234, 0.324)
N (-3.456, -2.464, 0.333)
O (-1.944, -4.249, 1.682)
O (-1.960, -4.257, -1.038)
C (-0.709, -0.957, -0.903)
N (0.219, 0.097, -0.385)
C (0.601, -0.105, 1.016)
N (1.473, 0.581, 1.737)
N (-0.179, -1.286, 1.387)
C (-1.162, -1.045, 2.475)
C (-2.275, 0.032, 2.140)
O (-1.812, 1.400, 2.249)
C (-2.856, 2.301, 1.836)
C (-2.340, 3.273, 0.658)
F (-0.939, 3.244, 0.545)
F (-2.822, 4.555, 1.006)
C (-3.043, 2.936, -0.750)
F (-4.350, 3.458, -0.674)
F (-3.162, 1.555, -0.977)
C (-2.352, 3.635, -2.001)
F (-3.324, 3.952, -2.971)
F (-1.789, 4.865, -1.625)
C (-1.246, 2.756, -2.737)
F (-0.064, 3.469, -3.023)
F (-1.679, 2.230, -3.969)
H (6.929, 1.192, 0.264)
H (6.754, -0.439, 1.158)
H (6.915, -0.361, -0.726)
H (4.762, 0.936, -0.877)
H (4.494, 0.938, 0.979)
H (4.109, -0.772, -2.199)
H (2.764, 0.156, -1.248)
H (2.935, -2.871, -2.080)
H (1.619, -1.611, -2.237)
H (0.497, -4.073, 0.100)
H (0.364, -3.245, -1.549)
H (-4.020, -2.682, 1.162)
H (-1.086, -4.131, 2.140)
H (-2.480, -3.882, -1.778)
H (-0.503, -1.230, -1.977)
H (-1.730, -0.508, -0.697)
H (-0.175, 1.050, -0.340)
H (2.408, 0.828, 1.378)
H (1.269, 0.820, 2.710)
H (-1.681, -1.967, 2.869)
H (-0.563, -0.623, 3.359)
H (-3.101, -0.103, 2.928)
H (-2.785, -0.097, 1.137)
H (-3.795, 1.789, 1.458)
H (-3.155, 2.903, 2.750)
H (-0.964, 1.876, -2.090)

---

[3]
A 13-piece molecular cluster, C5H34O13 overall at a distorted geometry, computed with ωB97M-V/def2-TZVPD.

Results
Charge   -2
Largest force on an atom   0.1002 Eh/bohr
HOMO level   -0.290 eV
HOMO-LUMO gap   4.8 eV

Element x y z (Å)
C (-10.837, 30.504, 6.952)
C (-9.370, 30.663, 7.249)
C (-9.085, 32.084, 7.692)
O (-8.837, 29.654, 8.145)
H (-11.548, 30.681, 7.711)
H (-10.980, 29.548, 6.527)
H (-11.115, 31.269, 6.123)
H (-8.819, 30.549, 6.316)
H (-9.776, 32.247, 8.520)
H (-9.180, 32.717, 6.734)
H (-8.026, 32.196, 7.962)
C (-13.789, 30.223, 4.784)
C (-13.027, 28.983, 4.377)
O (-13.588, 28.494, 3.251)
H (-14.850, 30.062, 4.910)
H (-13.644, 31.087, 4.102)
H (-13.524, 30.511, 5.792)
H (-13.343, 28.330, 5.302)
H (-12.011, 29.116, 4.278)
O (-16.114, 27.804, 4.715)
H (-15.451, 28.347, 4.272)
H (-15.618, 27.133, 5.176)
O (-10.946, 26.056, 4.650)
H (-11.582, 25.383, 4.356)
H (-11.317, 26.803, 4.163)
O (-9.122, 28.905, 4.324)
H (-9.518, 29.762, 4.215)
H (-9.363, 28.542, 5.199)
O (-12.240, 26.415, 7.213)
H (-12.062, 26.589, 6.286)
H (-12.741, 27.194, 7.513)
O (-11.563, 29.385, 1.529)
H (-11.507, 30.321, 1.845)
H (-12.041, 28.958, 2.204)
O (-15.141, 27.358, 1.407)
H (-15.058, 28.029, 0.728)
H (-14.632, 27.678, 2.164)
O (-13.375, 25.812, 3.320)
H (-14.208, 25.460, 3.130)
H (-13.517, 26.744, 3.357)
O (-14.871, 30.378, 1.913)
H (-15.705, 30.046, 1.915)
H (-14.350, 29.684, 2.389)
O (-11.749, 31.763, 2.511)
H (-12.629, 31.479, 2.720)
H (-11.821, 32.569, 2.021)
O (-15.781, 28.246, 7.566)
H (-15.784, 28.410, 6.639)
H (-16.477, 27.676, 7.677)
O (-13.217, 28.829, 8.152)
H (-14.157, 28.909, 8.151)
H (-12.855, 29.540, 7.643)

---

[4]
C21H24N2O5S as an isolated structure at a distorted geometry, computed with ωB97M-V/def2-TZVPD.

Results
Largest force on an atom   0.3871 Eh/bohr
ΔE to the lowest compared entry with this formula, charge and spin   2127.4 kJ/mol
HOMO level   -8.904 eV
HOMO-LUMO gap   9.3 eV

Element x y z (Å)
O (-2.171, -3.041, 0.010)
C (-2.212, -1.945, 0.415)
N (-2.800, -0.831, -0.257)
C (-3.210, 0.354, 0.270)
C (-4.650, 0.645, -0.180)
C (-5.224, 1.884, 0.631)
C (-6.539, 2.290, 0.479)
C (-7.274, 1.733, -0.692)
C (-6.818, 0.598, -1.275)
C (-5.439, 0.071, -0.929)
C (-5.018, -0.927, -1.566)
C (-3.539, -1.030, -1.686)
H (-3.018, -2.262, -2.052)
H (-3.033, -0.227, -2.176)
H (-5.346, -1.211, -2.734)
H (-5.387, -2.037, -0.912)
H (-7.350, -0.140, -1.819)
H (-8.291, 2.000, -0.701)
H (-6.716, 3.417, 0.728)
H (-4.568, 2.563, 1.385)
H (-3.178, 0.398, 1.288)
H (-2.681, 1.214, 0.024)
C (-1.852, -1.557, 1.896)
H (-2.758, -1.563, 2.703)
O (-1.140, -0.292, 1.778)
C (0.097, -0.237, 1.319)
C (0.593, -1.356, 0.439)
C (1.794, -0.680, -0.244)
C (2.280, 0.343, 0.129)
C (1.839, 1.251, 0.969)
C (0.645, 1.085, 1.503)
H (0.143, 1.636, 2.119)
H (2.331, 2.277, 1.069)
S (3.851, 0.633, -0.869)
O (3.674, 0.436, -2.243)
O (4.350, 2.276, -0.412)
N (4.888, -0.448, -0.404)
C (5.362, -0.163, 1.367)
H (4.554, 0.364, 1.675)
C (6.507, 0.818, 1.147)
H (7.158, 0.692, 2.200)
O (7.463, 0.191, 0.451)
C (7.017, -0.078, -1.074)
H (7.885, -0.603, -1.658)
C (5.784, -0.890, -1.199)
H (5.610, -1.054, -2.138)
H (6.245, -2.068, -0.755)
H (6.967, 0.798, -1.481)
H (6.374, 1.781, 0.582)
H (5.459, -1.078, 1.623)
H (2.240, -1.476, -0.959)
H (0.146, -2.082, 0.195)
H (-1.044, -2.474, 2.022)

---

[5]
One molecule with the formula C6H17BFNO2Si, computed with ωB97M-V/def2-TZVPD.

Results
Largest force on an atom   0.0135 Eh/bohr
HOMO level   -9.465 eV
HOMO-LUMO gap   9.9 eV
SMILES string   NB(O)[Si@@H](CCF)CCCCO

Element x y z (Å)
N (-1.967, -1.426, -1.199)
B (-0.974, -0.489, -1.547)
O (-0.436, -0.540, -2.835)
Si (-0.238, 0.903, -0.227)
C (-1.344, 2.444, -0.111)
C (-2.265, 2.656, -1.300)
F (-2.345, 4.014, -1.622)
C (0.017, 0.203, 1.515)
C (0.260, -1.311, 1.595)
C (1.460, -1.800, 0.785)
C (2.727, -0.989, 1.011)
O (3.841, -1.838, 0.745)
H (-2.669, -1.231, -0.502)
H (-2.339, -2.001, -1.946)
H (0.242, -1.193, -3.012)
H (1.080, 1.350, -0.759)
H (-0.700, 3.323, -0.036)
H (-1.918, 2.400, 0.817)
H (-1.918, 2.148, -2.203)
H (-3.287, 2.332, -1.091)
H (0.831, 0.748, 2.000)
H (-0.884, 0.449, 2.087)
H (0.395, -1.613, 2.638)
H (-0.633, -1.828, 1.237)
H (1.701, -2.831, 1.056)
H (1.211, -1.815, -0.282)
H (2.753, -0.117, 0.350)
H (2.758, -0.630, 2.048)
H (4.644, -1.315, 0.788)

---

[6]
A 6-piece molecular cluster, C26H53N8OP overall at a distorted geometry, computed with ωB97M-V/def2-TZVPD.

Results
Largest force on an atom   0.0619 Eh/bohr
HOMO level   -8.444 eV
HOMO-LUMO gap   8.7 eV
SMILES string   CN(C)P(=O)(N(C)C)N(C)C.CCCC#N.CCCC#N.CCCC#N.CCCC#N.CCCC#N

Element x y z (Å)
C (-0.017, 3.301, 4.087)
N (-1.038, 4.364, 3.987)
C (-2.244, 4.114, 4.695)
P (-1.255, 4.986, 2.464)
O (-2.451, 5.828, 2.370)
N (0.211, 5.649, 2.183)
C (0.425, 6.051, 0.821)
C (1.043, 6.184, 3.320)
N (-1.321, 3.815, 1.265)
C (-2.569, 3.070, 1.206)
C (-0.156, 3.102, 0.699)
H (-0.359, 2.318, 3.737)
H (0.291, 3.243, 5.123)
H (0.771, 3.645, 3.409)
H (-3.129, 3.965, 4.037)
H (-2.456, 5.035, 5.238)
H (-2.109, 3.324, 5.396)
H (-0.287, 5.726, 0.100)
H (0.458, 7.154, 0.710)
H (1.424, 5.649, 0.501)
H (1.120, 7.280, 3.251)
H (0.558, 5.974, 4.241)
H (2.052, 5.773, 3.370)
H (-2.666, 2.704, 0.190)
H (-2.452, 2.206, 1.886)
H (-3.415, 3.717, 1.580)
H (0.694, 3.759, 0.934)
H (-0.218, 2.954, -0.360)
H (0.071, 2.121, 1.120)
C (-0.983, 0.018, -2.499)
C (-1.584, -1.384, -2.578)
C (-0.505, -2.437, -2.305)
C (-1.145, -3.766, -2.313)
N (-1.689, -4.788, -2.325)
H (-0.354, 0.288, -3.373)
H (-0.328, 0.057, -1.636)
H (-1.708, 0.803, -2.394)
H (-2.075, -1.641, -3.503)
H (-2.343, -1.555, -1.789)
H (-0.072, -2.376, -1.330)
H (0.236, -2.540, -3.080)
C (-2.285, -3.144, 1.226)
C (-3.573, -2.783, 2.024)
C (-3.288, -2.019, 3.376)
C (-2.419, -2.886, 4.182)
N (-1.776, -3.527, 4.912)
H (-2.588, -3.597, 0.271)
H (-1.663, -3.906, 1.774)
H (-1.625, -2.281, 1.016)
H (-4.141, -3.655, 2.268)
H (-4.201, -2.129, 1.413)
H (-4.181, -1.826, 3.935)
H (-2.864, -1.052, 3.192)
C (4.227, -1.384, -1.299)
C (4.920, -0.535, -2.354)
C (4.775, -1.169, -3.748)
C (3.439, -1.331, -4.268)
N (2.391, -1.470, -4.731)
H (4.640, -1.256, -0.326)
H (4.297, -2.470, -1.546)
H (3.161, -1.256, -1.226)
H (5.997, -0.413, -2.229)
H (4.496, 0.478, -2.413)
H (5.272, -2.144, -3.702)
H (5.322, -0.510, -4.374)
C (-1.527, -5.703, -6.982)
C (-0.124, -5.120, -7.115)
C (0.044, -3.947, -6.135)
C (-0.807, -2.803, -6.453)
N (-1.501, -1.895, -6.644)
H (-1.697, -6.088, -5.959)
H (-1.795, -6.536, -7.668)
H (-2.284, -4.913, -7.099)
H (0.085, -4.697, -8.093)
H (0.614, -5.876, -6.935)
H (1.109, -3.667, -6.044)
H (-0.184, -4.305, -5.149)
C (2.943, 0.054, 2.817)
C (2.299, -1.037, 3.583)
C (0.938, -0.698, 4.153)
C (-0.059, -0.430, 3.082)
N (-0.720, -0.131, 2.192)
H (3.967, -0.216, 2.559)
H (2.948, 1.024, 3.331)
H (2.493, 0.199, 1.849)
H (2.916, -1.387, 4.399)
H (2.047, -1.826, 2.929)
H (0.965, 0.128, 4.794)
H (0.571, -1.558, 4.780)